{
  "formula": "C3H6ClF",
  "method": "ωB97M-V with the def2-TZVPD basis set",
  "smiles": "CC[C@@H](F)Cl",
  "charge": 0,
  "relative_energy_kj_mol": 29.6,
  "homo_energy_ev": -10.823,
  "elements": ["C", "C", "C", "H", "H", "H", "H", "H", "H", "F", "Cl"],
  "positions_angstrom": [[-1.195168, -0.191060, -1.758254], [-0.382603, -0.937115, -0.773219], [-0.230053, -0.150602, 0.529530], [-1.855023, -0.920215, -2.216720], [-1.678772, 0.680934, -1.306259], [-0.551814, 0.317820, -2.473265], [-0.869113, -1.836575, -0.576924], [0.626333, -1.061834, -1.077695], [-1.157073, 0.380361, 0.687315], [0.101934, -0.910015, 1.578179], [0.906766, 1.076607, 0.280682]],
  "atomic_forces_ev_per_a": [[0.2, 1.2, -0.8], [0.9, 1.2, 1.7], [-2.0, -0.6, -1.4], [-0.4, 0.6, -0.4], [-0.7, -0.5, 0.1], [-0.1, -0.4, -0.5], [-0.4, -1.8, 0.6], [0.8, -0.8, -0.7], [-0.5, -0.1, 0.7], [0.3, -0.7, 0.9], [1.9, 1.8, -0.1]],
  "lowdin_charge": [-0.12, -0.29, -0.85, 0.08, 0.08, 0.08, 0.09, 0.09, 0.09, -0.01, 0.74]
}